{"formula": "C18H18N4O6ReS4Se", "method": "the ωB97M-V functional and the def2-TZVPD basis", "species": ["Re", "N", "C", "S", "N", "C", "C", "C", "C", "C", "C", "H", "H", "H", "H", "H", "H", "H", "H", "N", "C", "C", "C", "C", "C", "C", "S", "O", "O", "O", "H", "H", "H", "H", "H", "H", "Se", "C", "C", "C", "N", "C", "C", "H", "H", "H", "H", "O", "S", "O", "O", "S"], "coordinates": [[2.7850, -0.8810, 0.3100], [-1.8046, -1.6517, -0.0921], [-0.5689, -1.4917, -0.4947], [0.6554, -1.7447, 0.7297], [-0.2604, -1.1687, -1.7503], [-1.2080, -0.8894, -2.7806], [-2.1774, -1.8254, -3.1117], [-3.0913, -1.5291, -4.1131], [-3.0184, -0.3222, -4.7931], [-2.0269, 0.5950, -4.4732], [-1.1232, 0.3182, -3.4597], [-2.0513, -1.7556, 0.9353], [-2.5647, -1.4912, -0.7379], [0.7088, -0.9590, -1.9236], [-2.2000, -2.7881, -2.6160], [-3.8530, -2.2534, -4.3684], [-3.7309, -0.0975, -5.5751], [-1.9649, 1.5360, -5.0032], [-0.3626, 1.0386, -3.1856], [3.0147, 0.1475, 2.2549], [1.7520, 0.0957, 2.9667], [1.3710, -1.0689, 3.6140], [0.0278, -1.2404, 3.9124], [-0.8949, -0.2568, 3.5678], [-0.4557, 0.9690, 3.0958], [0.8791, 1.1498, 2.7867], [-2.6338, -0.6300, 3.4736], [-2.7062, -1.2070, 2.1101], [-3.3064, 0.6450, 3.5712], [-2.8948, -1.6000, 4.5064], [3.7352, -0.4024, 2.7204], [3.3680, 1.0957, 2.1678], [2.0820, -1.8708, 3.7745], [-0.3320, -2.1667, 4.3411], [-1.1857, 1.7473, 2.9124], [1.2177, 2.0720, 2.3291], [2.5363, 0.9700, -1.1034], [1.0316, 2.1358, -0.8480], [-0.1310, 1.8268, -0.1631], [-1.1686, 2.7505, -0.1751], [-1.1105, 3.9206, -0.8062], [0.0154, 4.2085, -1.4513], [1.1102, 3.3572, -1.5104], [-0.2323, 0.9205, 0.4066], [-2.0889, 2.5309, 0.3570], [0.0505, 5.1691, -1.9535], [1.9926, 3.6427, -2.0683], [5.0000, -0.9018, 0.4041], [4.7478, -2.3996, 0.4377], [5.8614, -3.2608, 0.5717], [3.6626, -2.4621, 1.5141], [3.5422, -2.5263, -1.2133]], "forces_ev_per_angstrom": [[-0.9, 0.5, 0.2], [0.7, -0.4, -0.6], [-0.6, -0.2, 0.1], [0.2, 0.2, -0.2], [0.1, 0.0, -0.1], [0.1, 0.0, 0.0], [0.0, 0.0, -0.1], [0.0, 0.0, 0.0], [0.0, 0.0, 0.0], [0.0, 0.0, 0.0], [0.0, 0.0, 0.0], [0.0, 0.4, -0.2], [0.0, 0.0, 0.0], [0.1, 0.0, -0.1], [0.0, 0.0, 0.0], [0.0, 0.0, 0.0], [0.0, 0.0, 0.0], [0.0, 0.0, 0.0], [0.0, 0.0, 0.0], [0.1, -0.3, 0.2], [0.2, 0.2, 0.0], [-0.1, 0.1, 0.1], [-0.1, 0.0, 0.0], [0.3, -0.1, 0.0], [-0.1, 0.1, 0.0], [0.0, 0.0, 0.1], [-0.1, 0.0, 0.4], [-0.5, 0.1, 0.8], [0.0, -0.1, -0.1], [0.0, 0.0, 0.0], [0.0, 0.0, 0.0], [-0.1, 0.0, 0.0], [0.0, 0.0, 0.0], [0.0, 0.0, 0.0], [0.0, 0.0, 0.0], [0.0, 0.0, 0.0], [0.2, -0.3, 0.1], [-0.1, 0.2, -0.1], [0.0, 0.1, 0.0], [-0.1, 0.0, 0.0], [0.0, 0.0, 0.0], [0.1, 0.0, 0.0], [-0.1, 0.0, 0.0], [0.0, -0.2, 0.0], [0.0, 0.0, 0.0], [0.0, 0.0, 0.0], [0.0, 0.0, 0.0], [-0.1, -0.2, -0.1], [0.2, 0.2, 0.1], [0.0, 0.0, 0.0], [0.2, 0.0, -0.3], [0.2, -0.4, -0.3]], "gap_ha": [0.2151, 0.2342], "e_lumo_ev": [-3.1, -2.7], "s2": 0.838, "e_above_lowest_ev": 0.431, "molar_mass_g_mol": 779.8, "e_homo_ev": [-8.97, -9.06], "spin_multiplicity": 2}